ORCA calculation (wB97M-V/def2-TZVPD) on the molecule CH4ClN.

HOMO energy	-9.97	eV
energy	-15113.8697	eV
energy relative to the best compared isomer or geometry (same formula, charge and spin)	0.4896	eV
SMILES	NCCl
LUMO	1.0	eV

Each line ends with the Mulliken charge.
Geometry (Å):
C: 0.470 0.100 -0.301  -0.338
N: -0.445 -0.550 0.661  -0.552
Cl: -0.103 1.844 -0.767  -0.234
H: 0.572 -0.637 -1.110  0.311
H: 1.473 0.066 0.041  0.300
H: -1.174 -0.948 0.034  0.252
H: -0.793 0.125 1.442  0.261